[1]
# C21H45FeOP3Se

A molecular structure, C21H45FeOP3Se in a non-equilibrium geometry (ωB97M-V/def2-TZVPD, the Open Molecules 2025 dataset).

Structure (XYZ):
```
72
Properties=species:S:1:pos:R:3:forces:R:3:mulliken_spin:R:1
Fe 1.4556 -0.3152 0.1740 -3.3 0.2 0.9 3.445
P 0.1195 1.7532 1.2497 -1.7 3.5 1.7 -0.038
P 1.5811 0.7669 -1.6471 0.4 1.9 -3.6 0.010
P 2.8174 -0.1995 1.7831 3.0 0.1 3.2 -0.027
H -2.7354 -0.9442 0.5824 0.2 0.3 0.2 0.015
C -1.7421 -0.5058 0.4329 0.9 -0.1 -1.0 0.076
C -1.1749 0.1648 1.6436 0.6 -1.9 -0.9 0.058
H -1.9349 0.6761 2.2389 0.6 0.4 0.0 -0.001
C -1.2864 2.7640 0.6165 -0.9 -0.6 -0.4 0.053
C 1.2610 3.3271 0.9061 1.5 -0.4 -0.8 0.051
C 0.0581 2.2071 3.0411 0.1 -0.5 0.5 0.038
C 1.8952 -0.3786 -3.0340 -0.1 -0.1 0.1 0.048
C 0.3815 1.9203 -2.3694 -0.2 -0.1 0.0 0.013
C 3.1376 1.7311 -1.5545 -0.2 -0.3 0.2 0.043
C 2.0994 -0.8190 3.3442 -0.1 0.0 -0.1 0.034
C 3.6860 1.3380 2.2416 -0.1 0.0 0.0 0.022
C 4.2494 -1.3147 1.5083 -0.4 -0.1 -0.3 0.005
H -1.1012 -1.3268 0.0557 -0.1 0.2 0.3 -0.012
H -0.5344 -0.5198 2.1939 -0.1 0.2 0.6 0.007
H -2.2227 2.1918 0.6761 0.2 0.4 -0.2 -0.005
H -1.1360 3.0464 -0.4280 -0.1 -0.1 0.2 -0.001
H -1.3826 3.6698 1.2173 0.1 -0.1 -0.1 0.001
H 1.2193 3.6394 -0.1425 -0.2 -0.3 0.2 0.008
H 2.3076 3.1520 1.1773 -0.4 -0.1 -0.1 0.002
H 0.8926 4.1608 1.5192 -0.4 -0.7 0.1 -0.003
H -0.5350 1.4839 3.6047 0.2 0.2 0.1 0.001
H -0.4186 3.1867 3.1391 0.1 -0.1 -0.1 -0.003
H 1.0501 2.2684 3.4994 -0.2 0.0 -0.1 0.001
H 2.3433 0.2424 -3.8327 -0.2 -0.5 0.2 0.006
H 0.9325 -0.8129 -3.3577 0.5 0.2 0.0 -0.004
H 2.5694 -1.1883 -2.7109 -0.2 0.4 -0.4 -0.008
H 0.5756 1.9351 -3.4454 -0.1 0.1 0.1 0.000
H 0.4921 2.9275 -1.9686 0.0 -0.1 -0.1 0.004
H -0.6402 1.5704 -2.1967 0.0 0.0 -0.1 0.000
H 3.4108 1.9155 -2.5992 0.2 0.2 0.3 0.004
H 3.9115 1.1348 -1.0491 0.0 0.3 -0.3 -0.013
H 2.9746 2.6688 -1.0106 0.2 -0.3 -0.3 0.002
H 2.9210 -1.2893 3.8927 -0.2 0.1 0.2 0.006
H 1.3191 -1.5643 3.1528 0.2 0.0 0.1 -0.016
H 1.6753 0.0106 3.9205 0.1 -0.2 0.0 0.002
H 4.5661 1.0443 2.8285 -0.2 0.3 -0.1 0.006
H 3.0310 1.9878 2.8367 0.4 -0.1 -0.1 0.004
H 4.0100 1.8590 1.3288 0.1 -0.1 0.4 -0.008
H 4.8308 -1.3142 2.4389 0.0 -0.1 -0.3 0.003
H 4.8442 -0.9395 0.6621 0.0 -0.2 0.3 -0.001
H 3.8869 -2.3335 1.2686 0.5 0.5 0.3 -0.015
C 0.7164 -4.1275 -0.0463 0.5 0.9 -0.2 0.173
C -0.3932 -4.3652 0.7914 -0.6 -0.5 0.3 0.036
C -1.0346 -5.6214 0.7504 0.2 1.6 0.5 0.018
C -0.5760 -6.6394 -0.0829 0.3 -0.2 -0.3 0.166
C 0.5391 -6.4082 -0.8962 0.5 0.6 -0.2 -0.015
C 1.1690 -5.1656 -0.8886 0.4 -0.7 -0.4 0.091
Se 1.8344 -2.5118 -0.1563 -1.3 -4.0 -0.4 0.717
H -1.7944 0.2234 -0.3816 -0.5 -0.2 -0.1 -0.003
H -0.7462 -3.5855 1.4729 0.1 -0.4 -0.2 0.000
H -1.8992 -5.7973 1.3879 0.2 0.1 -0.1 0.003
H -1.0747 -7.6116 -0.0963 0.2 0.3 0.0 0.001
H 0.9453 -7.1779 -1.5461 -0.2 0.0 0.1 0.001
H 2.0339 -4.9923 -1.5375 -0.3 -0.1 0.3 -0.004
C -5.5341 1.0097 -1.7154 0.4 0.1 0.0 0.000
C -5.1339 2.2038 -2.6180 0.2 0.0 0.3 0.000
C -3.5993 2.1883 -2.6598 0.1 0.2 -0.7 0.000
O -3.1029 1.2353 -1.7182 -0.6 -0.3 0.4 -0.001
C -4.2045 0.4289 -1.2236 0.4 -0.4 0.1 0.000
H -6.1199 1.3432 -0.8547 0.0 -0.1 -0.3 0.000
H -6.0992 0.2504 -2.2591 0.0 0.2 0.1 0.000
H -5.4586 3.1500 -2.1808 -0.2 -0.2 -0.2 0.000
H -5.5349 2.1067 -3.6266 -0.1 0.1 0.2 0.000
H -3.2505 1.9088 -3.6660 0.0 0.1 0.3 0.000
H -3.1747 3.1643 -2.3950 -0.1 -0.1 -0.1 0.000
H -4.1336 0.4226 -0.1231 -0.2 0.1 -0.3 0.001
H -4.0350 -0.6104 -1.5585 -0.2 0.3 0.0 0.000
```
Positions in Å, forces in eV/Å.

Computed properties:
2S+1 = 6
E = -5590.4369 Ha
total charge = +3
<S²> = 8.83
highest occupied orbital energy (spin up / spin down) = -0.6120 / -0.6120 hartree

***

[2]
# C33H51BF7N2O24SSi

8 unconnected molecules or ions with the total composition C33H51BF7N2O24SSi (ωB97M-V/def2-TZVPD, the Open Molecules 2025 dataset).

Structure (XYZ):
```
120
Properties=species:S:1:pos:R:3:forces:R:3:mulliken_charge:R:1
C 2.4146 3.0678 -0.6988 -0.3 0.1 0.3 -1.259
C 1.2520 2.1286 -0.3283 0.3 0.1 0.0 0.636
C -0.0216 2.9324 -0.0599 0.0 -0.1 -0.1 -1.095
N -1.2010 2.2297 0.4032 0.0 0.2 -0.1 -0.018
C -1.1608 1.2970 1.5088 0.0 0.4 0.1 0.237
S -0.2455 2.0164 2.9577 0.2 -0.1 -0.2 -0.385
O -0.6144 0.0620 1.2292 -0.1 -0.1 0.2 -0.607
B -1.7237 -0.7520 0.5714 0.0 0.4 0.0 1.201
C -1.9817 -2.2361 1.1735 0.1 -0.1 -0.1 -1.087
C -0.8953 -3.2965 1.0774 -0.1 -0.1 -0.2 -0.038
O 0.4432 -2.7865 1.0622 0.0 0.0 0.1 -0.088
Si 1.4214 -3.2280 2.3095 0.2 0.0 0.0 0.802
C 0.6161 -2.8829 3.9742 0.0 0.0 0.0 -1.187
C 1.7921 -5.0701 2.1711 0.0 -0.1 0.2 -0.878
C 3.0415 -2.2955 2.2290 -0.1 0.1 0.1 -1.162
O -2.9757 0.0664 0.8955 0.0 0.1 -0.1 -0.494
C -2.6039 0.9371 1.9265 0.1 -0.7 -0.1 -0.688
N -3.5541 2.0078 2.0718 -0.2 0.2 0.1 -0.253
C -4.0093 2.2471 3.4375 -0.1 -0.3 0.2 -0.386
C -5.2202 1.3933 3.8458 0.3 0.1 0.2 -1.168
H 2.2741 4.0234 -0.1727 0.1 -0.1 -0.1 0.337
H 3.3689 2.6659 -0.3563 0.0 0.0 -0.3 0.307
H 2.4574 3.3017 -1.7656 0.0 -0.1 0.1 0.247
H 1.0605 1.4158 -1.1358 0.0 -0.1 0.1 0.097
H 1.5300 1.5541 0.5565 -0.2 0.0 0.0 0.112
H 0.2029 3.7562 0.6331 0.1 -0.1 0.0 0.299
H -0.3034 3.4134 -1.0064 0.0 0.1 0.1 0.133
H -1.6612 1.7631 -0.3712 0.0 -0.1 0.2 0.102
H -0.5138 3.3040 2.7124 -0.2 0.0 0.0 0.084
H -1.5375 -0.7260 -0.6520 -0.1 -0.1 0.0 -0.316
H -2.3664 -2.1523 2.1996 0.2 0.1 0.0 0.330
H -2.8158 -2.6246 0.5792 -0.1 0.0 0.1 0.163
H -1.0254 -3.8674 0.1490 0.0 0.1 0.0 -0.174
H -1.0077 -4.0341 1.8897 0.0 0.0 -0.1 0.473
H 0.9519 -1.9120 4.3477 -0.1 0.0 0.0 0.305
H -0.4759 -2.8461 3.9171 0.1 -0.1 0.0 0.272
H 0.8997 -3.6447 4.7085 0.0 0.1 0.0 0.423
H 2.6524 -5.2446 1.5210 -0.1 0.0 0.0 -0.168
H 0.9436 -5.6372 1.7763 0.1 0.0 0.0 0.291
H 2.0232 -5.4663 3.1668 0.0 -0.1 -0.1 0.405
H 3.8850 -2.9600 2.4366 0.0 0.0 -0.1 0.320
H 3.0440 -1.5309 3.0102 0.1 0.0 -0.1 0.218
H 3.1989 -1.7910 1.2725 0.0 -0.1 0.0 0.346
H -2.4882 0.3653 2.8699 -0.1 0.2 0.0 0.408
H -4.3509 1.7743 1.4891 0.2 0.1 -0.1 0.292
H -4.2295 3.3114 3.5870 0.0 0.0 -0.1 0.297
H -3.1892 2.0087 4.1220 0.1 0.1 -0.2 0.275
H -5.2610 1.3146 4.9358 -0.2 0.1 -0.1 0.331
H -6.1572 1.8260 3.4834 0.0 -0.2 -0.1 0.279
H -5.0846 0.3811 3.4531 -0.1 0.1 0.0 0.339
C -3.8379 -0.2284 -2.1586 0.0 -0.2 0.2 0.271
C -3.5145 -1.5924 -2.7376 -0.1 -0.1 -0.1 0.524
O -4.7712 -2.0120 -3.2637 0.0 0.2 -0.3 -0.374
C -5.5054 -0.9029 -3.5425 -0.1 0.0 0.0 0.542
O -6.5075 -0.9063 -4.1870 0.1 0.0 0.1 -0.565
O -4.9335 0.1858 -3.0017 0.0 0.0 0.0 -0.401
F -3.1326 -2.5106 -1.8278 -0.1 -0.1 0.1 -0.326
H -4.1681 -0.3180 -1.1234 0.1 0.0 0.0 0.098
H -3.0203 0.4808 -2.2119 0.0 0.1 -0.1 0.012
H -2.7872 -1.5876 -3.5517 0.1 0.0 0.1 0.252
C -4.3382 4.9566 7.1192 0.0 0.1 0.0 -0.397
C -2.9171 4.7692 7.6115 0.0 -0.1 0.0 0.312
O -2.8782 3.3952 7.9202 0.1 -0.1 -0.2 -0.334
C -3.8093 2.7585 7.1470 -0.1 -0.1 -0.1 0.687
O -3.8729 1.5905 6.9799 0.0 0.1 0.2 -0.471
O -4.6425 3.6716 6.5871 0.0 -0.1 0.0 -0.295
F -2.6635 5.4891 8.7333 0.0 0.0 0.1 -0.297
H -5.0005 5.1727 7.9598 0.0 0.0 0.0 0.263
H -4.4459 5.7162 6.3503 0.0 -0.1 -0.1 0.261
H -2.1439 4.9912 6.8741 0.0 0.1 0.1 0.282
C 6.8121 2.4005 2.6342 0.0 0.1 0.0 -0.423
C 5.4530 2.2483 1.9799 -0.1 0.0 0.0 0.303
O 5.2470 0.8554 2.0274 -0.1 0.0 0.1 -0.210
C 5.9628 0.3506 3.0678 0.0 -0.1 0.0 0.597
O 5.8290 -0.7317 3.5247 0.2 0.0 0.0 -0.471
O 6.8472 1.2827 3.5181 0.0 -0.1 0.0 -0.355
F 5.4598 2.6593 0.6912 0.2 0.0 -0.1 -0.310
H 7.6011 2.3025 1.8861 0.0 0.0 0.0 0.266
H 6.9353 3.3251 3.1908 0.0 -0.1 0.1 0.282
H 4.6321 2.7470 2.4986 0.0 0.1 -0.1 0.312
C 0.4550 -4.7168 -2.2162 0.0 0.1 0.0 0.085
C -0.4957 -3.9572 -3.1221 0.1 -0.1 0.2 0.521
O 0.0161 -4.2483 -4.4139 -0.2 -0.1 -0.1 -0.360
C 0.6861 -5.4318 -4.3497 0.1 0.0 0.0 0.526
O 1.0433 -6.0533 -5.2984 0.0 0.1 0.1 -0.565
O 0.8697 -5.7964 -3.0658 0.0 0.0 -0.1 -0.367
F -0.4524 -2.6261 -2.9126 0.1 0.1 -0.2 -0.222
H 1.3170 -4.1007 -1.9573 -0.1 0.0 0.0 0.138
H -0.0057 -5.1037 -1.3139 0.0 -0.1 -0.1 -0.006
H -1.5355 -4.2862 -3.0704 0.0 0.1 0.0 0.294
C 0.7324 5.4834 -4.2161 0.1 0.1 0.1 -0.458
C -0.5789 5.5773 -4.9701 0.0 -0.1 0.0 0.257
O -0.9014 4.2186 -5.1849 -0.1 0.0 0.2 -0.274
C -0.3083 3.4803 -4.2011 0.1 -0.2 0.0 0.574
O -0.5545 2.3447 -3.9718 0.1 0.1 -0.1 -0.383
O 0.6030 4.2328 -3.5421 -0.1 0.0 0.0 -0.259
F -0.4418 6.1995 -6.1642 0.1 0.0 -0.1 -0.290
H 1.5683 5.4370 -4.9163 0.0 0.0 0.0 0.276
H 0.8908 6.2805 -3.4956 0.0 -0.1 0.1 0.290
H -1.3922 6.0537 -4.4204 0.0 0.1 -0.1 0.283
C 6.4363 -5.1221 0.5343 0.1 0.0 0.1 -0.422
C 6.5912 -6.4523 -0.1770 -0.1 0.0 0.0 0.301
O 5.2568 -6.8089 -0.4565 0.0 0.1 -0.2 -0.318
C 4.5171 -5.6596 -0.5286 -0.2 0.0 0.0 0.607
O 3.4214 -5.5886 -0.9690 0.1 0.0 0.1 -0.464
O 5.2308 -4.6205 -0.0364 -0.1 0.0 0.0 -0.220
F 7.1539 -7.3995 0.6130 0.0 0.0 0.1 -0.297
H 6.2975 -5.2784 1.6055 0.0 0.0 0.0 0.262
H 7.2509 -4.4254 0.3602 -0.1 0.0 -0.1 0.275
H 7.1532 -6.4080 -1.1121 0.1 -0.1 0.0 0.286
C -0.7373 1.0729 -7.2037 0.0 0.0 0.1 0.203
C -2.2084 1.1821 -7.5516 0.0 0.0 0.0 0.306
O -2.2140 2.1961 -8.5418 0.0 -0.1 -0.2 -0.323
C -0.9925 2.2158 -9.1404 0.0 0.1 0.0 0.656
O -0.7397 2.7981 -10.1437 0.0 -0.1 0.2 -0.527
O -0.1159 1.4685 -8.4334 0.0 0.0 0.0 -0.365
F -2.9673 1.5787 -6.5102 0.0 0.1 0.1 -0.249
H -0.4739 1.7767 -6.4160 -0.1 0.0 0.0 -0.193
H -0.4188 0.0732 -6.9234 0.0 0.0 -0.1 0.266
H -2.6443 0.2752 -7.9755 -0.1 0.0 0.1 0.213
```
Positions in Å, forces in eV/Å.

Computed properties:
2S+1 = 1
E = -4615.2047 Ha
total charge = -1
highest occupied orbital energy = -0.1863 hartree

***

[3]
# CH2N2OS2

CH2N2OS2 in the gas phase in a non-equilibrium geometry (ωB97M-V/def2-TZVPD, the Open Molecules 2025 dataset).

Structure (XYZ):
```
8
Properties=species:S:1:pos:R:3:forces:R:3:mulliken_charge:R:1
C -0.0798 -0.0388 0.1826 -1.2 3.7 -2.3 -0.338
N -1.2649 0.3471 0.5496 2.2 -3.2 2.3 -0.118
N -2.1126 1.0648 -0.0272 0.5 1.0 -1.4 -0.071
O -6.2967 -0.3710 -0.1540 -2.1 1.2 -0.5 -0.376
S -3.6767 1.0021 -0.0322 -2.5 0.4 -0.2 0.036
S -4.9511 -0.7900 0.1029 3.4 -1.1 0.6 0.341
H 0.2550 0.5005 -0.7937 -0.1 -1.6 1.3 0.257
H 0.6463 -0.3790 0.8984 -0.2 -0.5 0.2 0.268
```
Positions in Å, forces in eV/Å.

Computed properties:
2S+1 = 1
E = -1020.2639 Ha
energy relative to the best compared isomer or geometry (same formula, charge and spin) = 3.4939 eV
highest occupied orbital energy (spin up / spin down) = -0.3242 / -0.3036 hartree